(1)
C5H9N2O | the ωB97M-V functional and the def2-TZVPD basis

Positions of all 17 atoms, in Å:
1 C 1.186181 -0.813064 0.809815
2 C -1.418532 -3.862229 1.370359
3 C 1.162324 0.682622 0.175625
4 C -0.034919 1.970244 -1.484901
5 C -1.202677 0.708019 0.123130
6 N 0.750807 -1.795151 0.273470
7 N 0.022586 1.215286 -0.502356
8 O -1.350132 -4.040932 0.247763
9 H 1.308469 -0.807817 1.821971
10 H 1.452782 1.240641 1.022669
11 H 2.083689 0.765157 -0.553741
12 H -0.963330 2.365701 -1.771966
13 H 0.829362 2.477657 -1.738693
14 H 0.665211 -1.952423 -0.834002
15 H -2.017754 1.279830 -0.169332
16 H -1.223896 -0.375834 -0.042402
17 H -1.250172 0.942289 1.252586

Atoms 1-3, force components in eV/Å:
-1.45 4.80 -2.49
0.10 -0.28 -1.65
5.09 -1.44 -1.64

Calculated values
- highest occupied orbital energy (eV) = -13.76
- energy above the lowest of the compared OMol25 structures with the same formula, charge and spin (kJ/mol) = 416.2
- multiplicity = 1
- charge = +1
- orbital gap (eV) = 8.576

***

(2)
C4H9FN2O2 | the ωB97M-V functional and the def2-TZVPD basis

Positions of all 18 atoms, in Å:
1 O -2.068388 2.823588 0.128004
2 N -1.428156 1.961869 -0.392611
3 O -2.148277 0.890838 -0.871740
4 N -0.207158 1.853208 -0.537817
5 F 0.545674 2.887515 -0.100541
6 H -1.801592 0.010657 -0.745732
7 C -0.280586 -0.159488 1.369279
8 C 0.410384 -0.739759 0.359671
9 C 1.922886 -0.823969 0.479506
10 C -0.148945 -1.450083 -0.879332
11 H 0.455530 0.239475 2.097599
12 H -1.349091 0.002077 1.437911
13 H 2.343780 0.115835 0.765022
14 H 2.443714 -1.496332 1.189754
15 H 2.283299 -1.034560 -0.626882
16 H 0.314251 -1.058640 -1.746489
17 H -0.020929 -2.510106 -0.887345
18 H -1.266399 -1.512125 -1.038254

Atoms 1-3, force components in eV/Å:
-0.81 1.04 0.41
-0.24 0.46 1.04
-1.54 1.23 -0.83

Calculated values
- highest occupied orbital energy (eV) = -9.36
- energy above the lowest of the compared OMol25 structures with the same formula, charge and spin (kJ/mol) = 411.5
- multiplicity = 1
- SMILES = [O-]/[N+](O)=N\F.C=C(C)C
- orbital gap (eV) = 10.069

***

(3)
C36H38FeN9O3S2 | the ωB97M-V functional and the def2-TZVPD basis

Positions of all 89 atoms, in Å:
1 Fe 1.150288 -0.133602 -0.086729
2 C 3.718167 -2.410519 -2.689443
3 O 4.947419 -1.937713 -2.146725
4 C 5.024873 -1.268952 -0.950325
5 C 6.308575 -0.911080 -0.580275
6 C 6.561681 -0.231529 0.608553
7 C 5.504311 0.094109 1.430437
8 C 4.192844 -0.239198 1.076253
9 C 3.126845 0.184628 1.984017
10 N 1.891370 0.236088 1.661778
11 N 0.993106 0.744039 2.588536
12 C -0.147714 1.015947 1.968783
13 O -0.385355 0.812719 0.735389
14 C -1.246421 1.593206 2.800466
15 C -2.479952 1.847831 2.212743
16 C -3.533169 2.330505 2.978470
17 C -3.352782 2.583768 4.329217
18 C -2.109701 2.362676 4.914730
19 C -1.061841 1.869173 4.155857
20 C 3.915566 -0.939493 -0.129022
21 O 2.700359 -1.314459 -0.456533
22 H 3.999249 -2.862623 -3.641151
23 H 2.996235 -1.613844 -2.856964
24 H 3.249846 -3.156123 -2.048518
25 H 7.115650 -1.177264 -1.252082
26 H 7.575009 0.039151 0.874500
27 H 5.674763 0.628412 2.358514
28 H 3.409502 0.536802 2.976081
29 H -2.599214 1.708833 1.144376
30 H -4.483335 2.537147 2.503706
31 H -4.171792 2.969801 4.924422
32 H -1.960065 2.575805 5.966431
33 H -0.093402 1.676514 4.595656
34 C 1.438638 -4.458623 2.930514
35 C 0.619140 -3.516988 2.114871
36 C -0.740000 -3.278372 2.075600
37 C -0.919100 -2.246079 1.134955
38 N 0.260753 -1.881752 0.637951
39 N 1.166862 -2.665564 1.241812
40 C -2.204037 -1.632321 0.685260
41 H 0.802072 -5.224707 3.369728
42 H 1.945382 -3.931957 3.741086
43 H 2.199104 -4.951185 2.323236
44 H -1.505309 -3.781595 2.642903
45 H 2.124823 -2.512754 0.937865
46 H -3.035824 -2.031949 1.264700
47 H -2.392393 -1.850023 -0.368103
48 H -2.166481 -0.550064 0.792667
49 C -4.201864 -1.697878 -4.122627
50 C -2.960144 -2.153170 -3.429916
51 C -2.692900 -3.438378 -3.059714
52 C -1.478981 -3.681728 -2.367629
53 N -0.598808 -2.748389 -2.102381
54 C -0.847772 -1.468101 -2.476776
55 S 0.123691 -0.150988 -2.210530
56 N -2.046053 -1.212155 -3.126663
57 C -1.145021 -5.056679 -1.872174
58 H -4.879746 -2.532933 -4.279432
59 H -3.956474 -1.253840 -5.088576
60 H -4.708160 -0.937766 -3.525217
61 H -3.395841 -4.230149 -3.268566
62 H -2.220093 -0.230287 -3.314008
63 H -1.919775 -5.782598 -2.112981
64 H -1.004943 -5.012826 -0.790801
65 H -0.197159 -5.376435 -2.305472
66 S -0.982060 3.620611 -1.783219
67 C -2.564874 3.597123 -1.080821
68 C -3.542343 2.657012 -1.476590
69 C -4.814479 2.632919 -0.928266
70 C -5.191206 3.556001 0.043143
71 C -4.248182 4.494590 0.452761
72 C -2.972609 4.509634 -0.084616
73 H -3.266638 1.941015 -2.243584
74 H -5.528457 1.888995 -1.269497
75 H -6.188202 3.544041 0.467098
76 H -4.508177 5.220304 1.216980
77 H -2.252116 5.244915 0.252170
78 N 2.065343 5.097311 -0.085928
79 C 2.376058 3.900140 -0.650876
80 C 1.749439 2.718874 -0.194337
81 N 2.014414 1.555740 -0.744184
82 C 2.866820 1.538894 -1.791997
83 C 3.481859 2.691852 -2.203441
84 N 3.260619 3.881284 -1.632973
85 H 1.431153 5.145485 0.687952
86 H 2.630557 5.891849 -0.317310
87 H 1.036769 2.748982 0.615545
88 H 3.063803 0.580041 -2.246228
89 H 4.188006 2.669865 -3.024511

Atoms 1-3, force components in eV/Å:
-0.30 -0.42 0.25
0.02 0.00 0.01
-0.01 0.03 -0.02

Calculated values
- highest occupied orbital energy (eV) = -3.05
- energy above the lowest of the compared OMol25 structures with the same formula, charge and spin (kJ/mol) = 22.2
- multiplicity = 1
- charge = -1
- orbital gap (eV) = 5.010

***

Which of these has the highest orbital gap? C4H9FN2O2

***

Which formula does entry 3 have? C36H38FeN9O3S2

***

Look up the energy above the lowest of the compared OMol25 structures with the same formula, charge and spin of the first one. 416.2 kJ/mol